1.
58
Properties=species:S:1:pos:R:3:forces:R:3:mulliken_charge:R:1 method="wB97M-V/def2-TZVPD" e_homo_ha="-0.52964 / -0.53566" total_charge=+2 lumo_energy_ev="-9.35 / -8.73" homo_lumo_gap_ev="5.06 / 5.85" spin_multiplicity=1
Rh -0.549 -0.747 -0.192 -0.69 1.55 1.88 -0.524
C 0.680 2.741 -3.055 0.12 0.14 -0.11 -1.557
C 0.550 1.353 -3.585 0.16 -0.54 0.42 1.499
C 0.363 1.147 -4.946 -0.08 -0.24 -0.04 -0.918
C 0.165 -0.120 -5.468 0.09 0.18 0.19 -0.856
C 0.127 -1.228 -4.628 0.05 0.02 0.31 -1.023
C 0.321 -1.079 -3.267 -0.04 0.71 0.14 0.912
C 0.292 -2.239 -2.322 0.19 -0.07 0.02 -1.260
C 0.588 0.216 -2.744 -0.15 -0.06 -2.33 0.267
N 0.804 0.309 -1.393 0.52 -0.09 2.40 0.231
C 1.807 0.844 -0.747 -0.60 -0.40 -2.50 0.942
C 3.050 1.302 -1.419 -0.23 0.26 -0.17 -1.918
C 1.691 0.873 0.687 -0.61 -0.79 2.34 -0.134
C 2.652 1.661 1.507 -0.07 -0.07 0.22 -1.702
N 0.757 0.132 1.228 -0.05 0.44 -2.58 1.057
C 0.650 -0.123 2.582 0.01 -0.45 1.97 -1.052
C -0.320 0.528 3.375 0.34 -0.09 -0.26 1.254
C -1.380 1.357 2.736 -0.07 0.08 -0.02 -1.329
C -0.252 0.374 4.751 0.18 -0.17 -0.05 -0.931
C 0.720 -0.429 5.335 -0.12 0.10 -0.21 -0.765
C 1.627 -1.121 4.544 -0.23 0.02 -0.11 -0.766
C 1.587 -1.017 3.162 -0.35 0.38 -0.04 1.538
C 2.506 -1.807 2.293 0.17 -0.01 -0.07 -1.491
H 0.109 3.424 -3.678 -0.08 0.07 0.06 0.541
H 1.716 3.077 -3.101 0.08 0.09 0.07 0.312
H 0.332 2.826 -2.028 -0.03 0.08 0.09 0.278
H 0.363 2.003 -5.603 -0.07 0.10 -0.08 0.541
H 0.016 -0.244 -6.527 -0.02 -0.03 -0.16 0.446
H -0.048 -2.209 -5.042 -0.05 -0.12 -0.01 0.480
H -0.060 -3.148 -2.806 -0.19 0.03 0.17 0.492
H -0.436 -2.034 -1.456 0.09 -1.03 -0.81 0.401
H 1.286 -2.439 -1.904 -0.29 -0.03 0.13 0.370
H 2.963 1.180 -2.495 0.07 0.02 0.00 0.446
H 3.914 0.737 -1.072 0.00 -0.11 0.18 0.442
H 3.239 2.348 -1.184 0.09 0.16 -0.06 0.470
H 2.716 2.690 1.156 -0.05 0.06 -0.12 0.457
H 3.657 1.240 1.431 0.04 -0.05 -0.05 0.395
H 2.353 1.660 2.552 0.05 0.01 -0.05 0.390
H -1.007 1.891 1.864 -0.04 0.13 -0.05 0.224
H -1.789 2.074 3.440 -0.07 0.09 0.01 0.502
H -2.193 0.709 2.404 -0.13 0.01 -0.04 0.213
H -0.953 0.902 5.377 -0.16 0.05 0.05 0.503
H 0.750 -0.531 6.409 0.05 0.02 0.07 0.455
H 2.365 -1.752 5.016 0.07 -0.16 -0.04 0.531
H 2.727 -2.768 2.749 0.00 -0.04 -0.05 0.556
H 3.456 -1.287 2.167 0.14 -0.02 -0.12 0.262
H 2.058 -1.971 1.310 0.18 -0.15 0.03 0.137
Cl -2.409 1.491 -0.765 0.14 0.53 -0.25 -0.099
C -3.309 0.144 -0.198 -0.06 -0.21 0.18 1.148
C -2.525 -0.939 0.180 0.48 -0.31 -0.40 -1.338
C -3.146 -2.109 0.608 -0.07 0.11 -0.22 0.860
Cl -2.088 -3.389 1.047 0.07 -0.13 -0.01 -0.126
C -4.542 -2.205 0.650 0.27 0.15 0.05 0.152
Cl -5.293 -3.661 1.130 0.14 0.11 0.00 -0.129
C -5.317 -1.082 0.287 0.15 0.07 -0.11 0.578
Cl -7.016 -1.173 0.303 0.24 -0.04 0.08 -0.098
C -4.698 0.122 -0.123 0.20 -0.25 0.06 -0.134
Cl -5.625 1.496 -0.533 0.20 -0.10 -0.01 -0.134

=====

2.
57
Properties=species:S:1:pos:R:3:forces:R:3:mulliken_charge:R:1 method="wB97M-V/def2-TZVPD" e_homo_ha=-0.32654 total_charge=0 lumo_energy_ev=0.58 homo_lumo_gap_ev=9.46 spin_multiplicity=1
O -1.229 -1.334 1.747 0.10 0.35 0.43 -0.655
C -1.568 -1.833 0.690 0.03 -0.47 -0.29 0.685
N -2.852 -2.218 0.453 -0.22 -0.19 -0.17 -0.065
C -3.924 -1.812 1.339 0.03 0.15 0.09 -1.275
C -4.658 -0.618 0.780 -0.10 -0.14 0.06 0.407
C -3.982 0.590 0.641 -0.12 -0.03 0.00 -0.098
C -4.607 1.692 0.090 -0.14 0.08 -0.08 -0.733
C -5.924 1.570 -0.319 -0.02 -0.17 0.04 0.375
F -6.544 2.640 -0.857 0.04 -0.05 0.03 -0.327
C -6.622 0.384 -0.190 -0.03 0.31 -0.11 -0.593
C -5.977 -0.711 0.358 0.20 0.05 0.10 -0.442
N -0.646 -2.132 -0.300 0.15 -0.04 0.08 0.169
C -0.955 -2.107 -1.717 -0.20 0.30 -0.23 -0.895
C -0.928 -0.657 -2.227 -0.12 -0.24 -0.21 -0.527
N 0.307 -0.036 -1.834 0.22 0.15 0.27 0.149
C 1.316 0.273 -2.692 -0.73 -0.09 -0.22 0.485
O 1.254 0.295 -3.890 0.24 0.02 -0.28 -0.679
O 2.416 0.581 -1.983 0.53 0.03 0.11 -0.403
C 2.195 0.453 -0.570 -0.10 0.08 0.39 2.958
C 3.274 -0.438 0.028 0.09 -0.03 -0.21 -0.584
C 4.203 -1.067 -0.790 -0.12 0.06 -0.08 -0.219
C 5.187 -1.872 -0.240 0.08 -0.08 0.05 -0.952
C 5.251 -2.056 1.129 0.08 -0.06 -0.02 -0.455
C 4.329 -1.427 1.948 -0.05 0.00 0.09 -1.020
C 3.348 -0.621 1.404 0.04 -0.02 -0.08 0.012
C 2.308 1.831 0.069 -0.12 0.09 -0.20 -0.395
C 3.153 2.763 -0.520 -0.02 -0.05 -0.03 -0.525
C 3.318 4.016 0.042 0.06 0.01 -0.02 -0.926
C 2.648 4.349 1.206 -0.01 0.06 0.06 -0.446
C 1.815 3.421 1.804 -0.01 0.05 0.10 -1.124
C 1.644 2.167 1.242 0.00 -0.04 -0.10 0.055
C 0.771 -0.160 -0.471 -0.07 -0.30 0.21 0.142
C 0.697 -1.635 -0.046 0.10 0.27 0.34 -1.407
H -3.123 -2.576 -0.446 0.12 0.03 0.04 0.208
H -4.606 -2.653 1.485 0.04 0.09 0.05 0.474
H -3.453 -1.557 2.292 -0.14 -0.14 -0.10 0.358
H -2.959 0.662 0.980 0.15 0.03 0.04 0.589
H -4.095 2.635 -0.022 0.03 0.11 -0.02 0.464
H -7.648 0.327 -0.517 -0.10 0.03 -0.05 0.427
H -6.510 -1.644 0.463 -0.06 -0.11 0.01 0.338
H -1.918 -2.568 -1.930 0.06 -0.03 -0.04 0.346
H -0.183 -2.689 -2.230 -0.12 0.01 -0.01 0.383
H -0.985 -0.614 -3.316 -0.06 0.03 0.08 0.518
H -1.766 -0.096 -1.793 0.00 -0.08 -0.07 0.162
H 4.159 -0.920 -1.858 0.00 0.01 -0.07 0.485
H 5.904 -2.354 -0.888 0.07 -0.04 -0.05 0.412
H 6.019 -2.684 1.557 0.06 -0.05 0.04 0.396
H 4.375 -1.563 3.019 0.00 -0.01 0.10 0.414
H 2.641 -0.129 2.053 -0.07 0.06 0.11 0.428
H 3.674 2.499 -1.427 0.05 0.02 -0.09 0.499
H 3.973 4.732 -0.431 0.05 0.06 -0.04 0.404
H 2.776 5.326 1.648 0.00 0.08 0.03 0.406
H 1.291 3.670 2.715 -0.04 0.03 0.07 0.418
H 0.989 1.462 1.733 -0.09 -0.09 0.02 0.415
H 0.118 0.421 0.190 0.15 -0.08 -0.01 0.042
H 0.904 -1.738 1.019 0.07 -0.04 -0.18 0.399
H 1.406 -2.239 -0.618 -0.01 0.04 0.02 0.321

=====

3.
56
Properties=species:S:1:pos:R:3:forces:R:3:mulliken_spin:R:1 method="wB97M-V/def2-TZVPD" e_homo_ha="-0.26128 / -0.26947" total_charge=0 lumo_energy_ev="-0.08 / -1.25" homo_lumo_gap_ev="7.03 / 6.08" relative_energy_kj_mol=0.0 spin_multiplicity=2
Ir 0.048 0.130 0.294 -0.37 -0.03 1.05 0.014
C -2.586 -0.874 2.438 -0.10 0.00 -0.05 0.002
C -1.502 0.101 2.111 0.45 0.12 -0.32 -0.001
C -1.759 1.241 1.288 0.25 0.16 -0.22 0.001
C -0.726 2.154 0.983 -0.38 -0.31 0.09 -0.001
C 0.583 1.972 1.500 0.26 -0.57 0.30 0.002
C 0.861 0.824 2.285 -0.34 0.33 -0.26 -0.004
C -0.194 -0.096 2.598 0.32 0.31 -0.33 0.004
H -3.240 -1.027 1.580 0.00 -0.02 0.00 0.000
H -3.188 -0.484 3.262 0.00 -0.01 -0.01 0.000
H -2.173 -1.836 2.741 -0.05 0.09 0.01 0.000
H -2.742 1.387 0.861 0.00 -0.01 0.03 0.000
H -0.913 2.977 0.307 -0.07 -0.03 0.03 -0.001
H 1.371 2.655 1.221 0.05 -0.01 0.05 -0.001
H 1.866 0.631 2.633 -0.06 0.06 0.04 0.000
H 0.028 -0.979 3.184 0.02 0.00 -0.02 0.001
Se -0.506 -1.986 -0.791 0.10 -0.11 -0.03 0.021
Se 3.473 -0.886 -3.461 -0.02 -0.02 0.01 0.618
Te 1.147 -0.368 -3.697 0.02 -0.04 0.21 0.348
Se 0.669 1.228 -1.822 0.04 -0.02 -0.07 -0.019
C 1.228 -1.540 -0.127 -0.04 0.17 -0.24 0.023
Ge 2.245 -2.625 1.136 -0.01 -0.11 0.02 -0.013
C 1.243 -3.821 2.327 0.08 0.20 -0.07 -0.008
C 1.974 -4.749 3.070 0.09 -0.02 -0.06 0.000
C 1.350 -5.607 3.959 -0.05 -0.06 0.07 0.000
C -0.027 -5.548 4.129 0.01 0.02 -0.01 0.000
C -0.769 -4.629 3.402 0.02 0.00 0.03 0.000
C -0.137 -3.772 2.509 -0.07 0.08 -0.08 -0.001
C 3.356 -3.759 -0.019 -0.19 -0.06 0.25 -0.011
C 2.849 -5.007 -0.379 -0.04 0.01 -0.04 -0.002
C 3.531 -5.828 -1.265 0.05 0.00 -0.05 0.002
C 4.741 -5.412 -1.802 -0.03 0.01 0.02 -0.002
C 5.262 -4.176 -1.446 0.02 -0.05 -0.04 0.008
C 4.571 -3.360 -0.563 0.14 0.20 0.07 0.025
C 3.293 -1.441 2.311 -0.22 -0.13 0.06 0.000
C 3.076 -1.471 3.691 0.06 -0.01 -0.08 0.000
C 3.732 -0.588 4.539 0.02 0.03 0.01 0.000
C 4.619 0.344 4.019 -0.03 0.02 0.04 0.000
C 4.831 0.398 2.649 0.05 0.06 0.02 0.000
C 4.167 -0.480 1.807 0.02 -0.01 -0.28 0.001
H 1.923 -1.342 -0.941 0.00 0.04 -0.16 -0.003
H 3.051 -4.809 2.946 0.00 0.00 -0.01 0.000
H 1.936 -6.325 4.518 0.00 0.00 0.01 0.000
H -0.519 -6.217 4.823 -0.01 -0.01 0.00 0.000
H -1.844 -4.584 3.524 -0.04 0.00 0.00 0.000
H -0.729 -3.072 1.927 0.10 -0.12 -0.04 0.006
H 1.904 -5.346 0.032 -0.02 0.00 0.01 0.000
H 3.115 -6.789 -1.539 0.01 -0.02 0.00 0.000
H 5.275 -6.046 -2.498 0.00 -0.01 0.00 0.000
H 6.206 -3.844 -1.858 0.00 0.00 -0.01 -0.002
H 5.004 -2.400 -0.297 -0.05 -0.03 -0.01 -0.006
H 2.375 -2.180 4.112 0.01 -0.09 0.02 0.000
H 3.548 -0.629 5.605 0.01 0.00 0.02 0.000
H 5.137 1.029 4.677 0.00 0.00 0.01 0.000
H 5.513 1.129 2.232 0.00 0.02 0.00 0.000
H 4.318 -0.388 0.735 0.01 -0.03 0.04 -0.001

=====

4.
56
Properties=species:S:1:pos:R:3:forces:R:3:mulliken_charge:R:1 method="wB97M-V/def2-TZVPD" e_homo_ha=-0.29320 total_charge=0 lumo_energy_ev=0.65 homo_lumo_gap_ev=8.63 relative_energy_kj_mol=72.9 spin_multiplicity=1
O 0.598 0.288 1.498 0.05 -0.22 0.24 -0.630
C 0.326 0.695 0.388 -0.23 -0.05 -0.38 0.467
C 0.302 -0.203 -0.850 0.21 -0.28 0.27 -0.504
O -0.648 0.192 -1.811 -0.14 0.11 -0.18 -0.606
C -1.978 0.036 -1.522 -0.34 0.15 -0.44 0.842
C -2.466 -0.433 -0.287 0.10 -0.07 0.15 -0.381
C -3.814 -0.552 -0.087 0.11 0.01 -0.03 -1.434
C -4.740 -0.213 -1.091 0.13 0.09 -0.23 0.848
C -6.134 -0.328 -0.905 -0.24 0.02 -0.08 -0.707
C -7.002 0.011 -1.904 -0.05 -0.12 0.33 -0.527
C -6.516 0.483 -3.134 0.22 0.09 -0.22 -0.501
C -5.172 0.607 -3.346 -0.23 0.03 -0.11 -0.817
C -4.248 0.264 -2.335 -0.02 -0.12 0.35 0.896
C -2.860 0.378 -2.522 0.41 -0.06 0.21 -0.850
N -0.001 1.971 0.111 0.00 0.34 -0.20 0.115
C 0.054 3.011 1.105 0.25 0.16 0.12 -0.757
C 1.356 3.819 1.003 -0.33 0.00 -0.08 -0.777
N 2.520 3.025 1.303 -0.20 0.01 0.38 -0.033
C 3.364 2.573 0.358 0.23 -0.25 0.34 0.744
O 3.247 2.790 -0.830 0.11 0.04 -0.38 -0.684
C 4.564 1.826 0.955 0.19 0.06 -0.35 -0.776
O 4.221 1.033 2.065 -0.06 -0.10 0.25 -0.536
C 3.645 -0.193 1.846 -0.01 -0.23 -0.25 0.816
C 3.273 -0.879 3.023 -0.02 -0.05 0.05 -0.677
C 2.694 -2.108 2.953 0.11 0.27 0.08 -1.048
C 2.466 -2.732 1.708 0.04 0.09 -0.35 0.681
C 1.867 -4.002 1.600 -0.05 -0.12 -0.09 -0.727
C 1.663 -4.580 0.377 -0.07 -0.11 0.24 -0.615
C 2.059 -3.912 -0.792 0.07 0.17 -0.15 -0.579
C 2.641 -2.677 -0.719 -0.02 -0.13 -0.10 -0.466
C 2.854 -2.050 0.527 -0.11 -0.24 0.31 0.172
C 3.434 -0.768 0.621 0.26 0.47 0.13 -0.059
H 1.270 -0.107 -1.352 -0.08 -0.06 0.09 0.255
H 0.175 -1.247 -0.542 0.00 0.17 0.02 0.466
H -1.785 -0.694 0.507 0.06 -0.05 0.11 0.534
H -4.184 -0.912 0.862 -0.01 -0.03 0.10 0.368
H -6.501 -0.692 0.044 -0.05 -0.03 0.08 0.388
H -8.068 -0.080 -1.756 -0.07 -0.02 0.05 0.388
H -7.216 0.747 -3.913 -0.02 0.03 -0.08 0.382
H -4.794 0.969 -4.292 0.02 0.04 -0.10 0.400
H -2.471 0.736 -3.463 0.07 0.04 -0.12 0.450
H -0.105 2.238 -0.857 -0.04 -0.13 0.06 0.245
H -0.803 3.679 0.983 0.04 -0.03 0.07 0.403
H -0.002 2.518 2.079 -0.09 0.14 -0.08 0.311
H 1.311 4.666 1.694 -0.01 0.00 -0.10 0.371
H 1.485 4.190 -0.017 -0.05 0.07 0.16 0.350
H 2.627 2.664 2.240 0.07 -0.02 -0.12 0.263
H 5.075 1.257 0.173 -0.13 0.07 0.07 0.379
H 5.260 2.581 1.339 -0.09 -0.12 -0.10 0.384
H 3.454 -0.391 3.968 0.01 0.03 0.12 0.455
H 2.396 -2.622 3.855 -0.01 -0.03 0.10 0.386
H 1.569 -4.513 2.505 -0.04 -0.06 0.08 0.392
H 1.201 -5.553 0.302 -0.03 -0.06 0.03 0.409
H 1.899 -4.383 -1.751 0.01 -0.01 -0.08 0.395
H 2.949 -2.165 -1.620 0.03 0.05 -0.09 0.424
H 3.685 -0.259 -0.298 0.07 0.10 -0.09 0.308